1.
This record from OMol25 describes a molecular structure, C51H52IN6O2PSeTl. The level of theory is ωB97M-V with the def2-TZVPD basis set.

Calculated values
Total charge = +1
HOMO energy = -0.3349 Ha
E_LUMO = -0.094 Eh
E = -5666.4344 a.u.

XYZ file:
```
115
Properties=species:S:1:pos:R:3:forces:R:3:lowdin_charge:R:1
Tl 0.99156 -0.50555 0.37970 -1.1142 -1.0123 -1.0002 0.86
C 3.18232 4.44757 4.91687 -0.0651 -0.0974 -0.1117 -0.05
C 2.45435 3.80554 3.76155 0.1960 -0.0590 0.0889 -0.26
C 1.39426 4.38836 3.14492 -0.1626 0.0384 -0.0783 0.00
C 0.73949 3.77749 2.03560 0.1163 -0.1287 -0.0576 -0.12
C -0.38142 4.41128 1.49021 -0.1275 0.0199 -0.0087 0.00
N -1.09748 3.93811 0.50028 -0.0177 0.0760 0.1009 0.06
C -2.30983 4.57290 -0.00577 -0.0184 -0.1642 0.0698 -0.16
C -3.60256 3.95601 0.53730 0.1411 -0.1170 0.0016 -0.14
C -3.98633 2.60259 -0.07782 0.1977 -0.0198 0.1076 -0.15
N -3.41395 1.45208 0.61583 0.1179 0.0652 -0.1204 0.07
C -4.07976 0.75358 1.49829 -0.0714 -0.1928 0.0869 -0.01
C -3.60357 -0.35099 2.21231 0.0542 0.0529 -0.1334 -0.12
C -4.53433 -1.03234 3.04116 -0.0687 0.0196 -0.0100 0.00
C -4.19144 -2.14031 3.75109 -0.1761 -0.0664 0.1073 -0.27
C -5.17852 -2.91198 4.59165 0.1207 0.0204 -0.0603 -0.04
C -2.84082 -2.54390 3.67164 0.0837 -0.0645 -0.0009 0.03
C -1.87319 -1.93057 2.91238 0.0622 -0.0270 0.0446 -0.10
C -0.51594 -2.47200 3.07656 -0.1584 -0.1467 -0.0926 -0.10
N 0.55848 -2.10102 2.52040 0.1630 0.0858 0.2919 0.00
C 1.78327 -2.77219 2.97996 -0.0094 0.0273 -0.0785 -0.21
C 2.86668 -2.74579 1.90627 -0.1193 -0.0614 0.0143 -0.20
C 3.77562 -1.50873 1.93682 -0.0405 0.0696 -0.0826 -0.22
N 3.10791 -0.32740 2.48078 0.3614 -0.0768 0.5764 0.06
C 2.87620 0.63888 1.69788 0.4553 0.5037 0.2684 -0.31
C 2.31642 1.92475 2.18185 -0.0293 -0.0876 -0.0120 -0.11
C 2.88730 2.54904 3.25441 0.0026 0.1416 0.2081 0.04
C 1.19814 2.51942 1.50204 0.1454 0.3185 0.2416 -0.30
O 0.63398 1.95539 0.50470 0.0154 0.6205 0.1644 -0.29
C -2.22975 -0.79731 2.08347 0.2941 0.1551 -0.1656 -0.29
O -1.41477 -0.20520 1.31342 -0.5910 -0.0754 0.2535 -0.15
H 2.61187 5.27966 5.32845 0.0103 -0.0143 -0.0107 0.08
H 4.15350 4.83207 4.59760 -0.0008 -0.0015 0.0178 0.08
H 3.36351 3.72896 5.71784 -0.0233 0.0185 -0.0140 0.08
H 1.01091 5.33979 3.50603 0.0301 -0.0367 -0.0410 0.12
H -0.70214 5.36234 1.91066 -0.0091 -0.0141 0.0020 0.15
H -0.74066 3.04008 0.15023 -0.1218 -0.0313 -0.1029 0.05
H -2.29757 4.50781 -1.09474 0.0392 0.0231 -0.0209 0.12
H -2.27625 5.62754 0.26526 0.0738 0.0241 0.0131 0.12
H -4.41348 4.66223 0.34843 0.0283 -0.0024 -0.0543 0.12
H -3.51767 3.84295 1.62100 -0.0782 0.0661 0.0154 0.12
H -3.66455 2.56148 -1.11666 0.0118 -0.0441 -0.1301 0.11
H -5.06940 2.48944 -0.06863 -0.0233 -0.0413 0.0449 0.12
H -2.46364 1.10789 0.44353 0.1505 0.0991 0.0013 0.10
H -5.10970 1.06304 1.66224 -0.0021 -0.0086 0.0258 0.14
H -5.55254 -0.65113 3.09093 0.0712 -0.0282 -0.0155 0.12
H -6.07349 -2.32216 4.78682 0.0100 -0.0045 -0.0050 0.08
H -4.74366 -3.19630 5.55188 -0.0230 0.0300 -0.0313 0.08
H -5.48787 -3.83173 4.08893 0.0162 0.0227 0.0151 0.08
H -2.53608 -3.39877 4.27172 -0.0149 0.0353 -0.0207 0.13
H -0.47766 -3.30225 3.79703 -0.0267 0.0306 0.0160 0.13
H 1.57123 -3.80531 3.27070 -0.0992 -0.0369 -0.0080 0.11
H 2.13859 -2.24527 3.86737 -0.0109 0.0178 0.0299 0.12
H 2.39301 -2.82453 0.92497 0.0921 -0.0286 0.2491 0.03
H 3.49336 -3.63257 2.00672 0.0598 0.0010 0.0111 0.12
H 4.16489 -1.33450 0.92810 0.0760 0.0662 -0.0072 0.08
H 4.61943 -1.71276 2.59776 0.0255 0.0518 0.0288 0.12
H 3.12016 0.58356 0.63071 0.3783 0.2212 0.1259 -0.04
H 3.71892 2.05184 3.74708 -0.0353 -0.0054 -0.0533 0.13
I -0.54147 1.46461 -2.21952 -0.0790 -0.2556 -0.1814 1.14
C -1.56176 0.79759 -3.94957 0.0753 -0.1170 0.2209 -0.57
C -1.96051 1.85624 -4.71702 -0.1028 -0.0199 -0.1484 -0.19
C -2.62308 1.66580 -5.94328 -0.0170 0.1184 0.0064 -0.07
C -2.84300 0.40146 -6.38074 -0.0362 -0.0361 -0.0688 -0.03
C -2.42900 -0.71964 -5.62055 0.0804 0.0686 0.1946 -0.16
C -2.66078 -2.00031 -6.16826 -0.0521 -0.0208 -0.0797 -0.03
C -2.28034 -3.12483 -5.50887 0.0237 -0.1288 0.0357 -0.05
C -1.67414 -2.99977 -4.25054 -0.0337 0.0871 -0.0301 -0.08
C -1.43226 -1.78496 -3.65140 0.1284 0.0976 0.0093 -0.30
P -0.68486 -1.91350 -1.95467 -0.3112 -0.0446 -0.1861 0.96
C -1.81747 -3.15787 -1.22148 -0.0205 0.0467 0.0366 -0.37
C -1.53432 -4.49358 -0.95503 -0.0497 -0.0288 -0.0875 -0.09
C -2.48444 -5.30848 -0.34586 0.0345 0.0172 -0.0211 -0.07
C -3.73028 -4.80324 -0.01043 -0.0453 0.0073 0.0142 -0.08
C -4.03155 -3.47421 -0.28803 0.0695 0.0701 0.0546 -0.08
C -3.07602 -2.65614 -0.87052 0.0022 -0.0512 0.0234 -0.11
C 0.89734 -2.75950 -2.29793 -0.0067 0.0891 0.0406 -0.39
C 1.60406 -2.47034 -3.46584 0.0489 -0.1072 -0.0017 -0.08
C 2.91417 -2.90468 -3.62553 -0.0472 0.0286 0.0270 -0.07
C 3.53775 -3.63562 -2.62401 0.0273 0.0105 -0.0430 -0.07
C 2.85092 -3.91923 -1.45220 -0.0722 0.0160 -0.0164 -0.08
C 1.54789 -3.46962 -1.28284 -0.0143 -0.0302 -0.1205 -0.16
C -1.78493 -0.57033 -4.34359 -0.0176 0.0590 -0.1584 -0.17
H -1.75016 2.86460 -4.38540 -0.0198 -0.0342 -0.0145 0.07
H -2.93587 2.52346 -6.52490 0.0200 -0.0247 0.0103 0.11
H -3.33412 0.22364 -7.33114 0.0274 -0.0139 0.0559 0.12
H -3.14735 -2.06287 -7.13489 0.0208 0.0139 0.0252 0.12
H -2.44576 -4.10600 -5.93554 -0.0009 0.0271 0.0174 0.11
H -1.39380 -3.90224 -3.72205 -0.0013 -0.0210 -0.0071 0.11
H -0.58300 -4.91835 -1.24845 0.0034 0.0030 0.0321 0.10
H -2.25136 -6.34775 -0.14862 0.0079 0.0245 -0.0039 0.11
H -4.46964 -5.44305 0.45792 0.0432 0.0372 -0.0324 0.10
H -5.00633 -3.07263 -0.03504 0.0395 -0.0155 -0.0137 0.10
H -3.30973 -1.61433 -1.07828 0.0168 -0.0414 0.0484 0.10
H 1.13462 -1.89920 -4.25736 -0.0097 0.0024 0.0046 0.11
H 3.44974 -2.66229 -4.53477 -0.0092 -0.0140 0.0168 0.11
H 4.55872 -3.97484 -2.75263 -0.0525 0.0160 0.0037 0.11
H 3.33450 -4.48145 -0.66182 -0.0232 0.0175 -0.0272 0.11
H 1.03485 -3.66734 -0.34665 -0.0209 -0.0233 -0.0895 0.09
C 2.97654 3.40762 -2.28924 -0.0350 0.0189 0.0651 -0.04
N 3.96645 3.27720 -1.23345 -0.0850 0.0787 -0.0111 -0.12
C 4.47795 4.32813 -0.48555 -0.1859 -0.0958 -0.2145 -0.04
C 5.42424 3.81565 0.31653 0.1054 -0.3166 0.0047 -0.05
N 5.48423 2.45355 0.05337 -0.0057 -0.0080 0.0902 -0.12
C 6.48299 1.56342 0.62077 -0.0607 -0.0254 0.0368 -0.03
C 4.56824 2.10909 -0.89380 0.2637 0.4467 0.0948 -0.71
Se 4.20080 0.43922 -1.58407 0.0799 0.0390 -0.3112 0.66
H 2.94353 4.44831 -2.60623 0.0121 -0.0159 0.0203 0.10
H 1.99353 3.09555 -1.94183 -0.0026 -0.0111 0.0566 0.02
H 3.25950 2.77298 -3.12558 0.0238 -0.0111 0.0021 0.07
H 4.12536 5.33978 -0.59871 0.0085 -0.0947 -0.0201 0.12
H 6.06500 4.28724 1.04222 -0.0253 -0.0490 -0.0478 0.13
H 7.47972 1.94044 0.39724 -0.0011 0.0156 -0.0123 0.10
H 6.36046 0.58388 0.16769 -0.0401 -0.0234 -0.0080 0.05
H 6.35896 1.48762 1.70023 -0.0402 -0.0042 0.0136 0.09
```
Positions in Å, forces in eV/Å.


2.
This record from OMol25 describes a single C5H12N4 molecule. The level of theory is ωB97M-V with the def2-TZVPD basis set.

Calculated values
Energy relative to the best compared isomer or geometry (same formula, charge and spin) = 72.4 kcal/mol
HOMO energy = -0.2867 Ha
E_LUMO = 0.036 Eh
E = -416.6301 a.u.

XYZ file:
```
21
Properties=species:S:1:pos:R:3:forces:R:3:lowdin_charge:R:1
C -0.03995 1.93400 0.30228 0.0174 0.0016 -0.0064 -0.03
C -0.75283 -1.75058 0.06138 0.0249 -0.0168 -0.1516 -0.03
C -2.19168 0.03323 -1.00463 0.0758 0.3256 0.2057 -0.03
N 0.40338 0.57144 -0.02401 -0.9954 -0.2312 -0.1075 -0.17
C 1.56248 0.12665 0.71468 0.1683 -0.2189 0.0883 -0.51
C -0.78175 -0.43727 -0.70282 0.5291 0.2614 0.5466 -0.44
N 2.29683 -0.75770 -0.01381 -0.0735 0.0710 -0.0671 0.14
N 0.27406 0.10863 -1.39258 0.2971 -0.1130 -0.5005 0.01
N 1.73564 0.59582 1.88514 -0.0575 0.0576 -0.1575 0.13
H 3.25658 -0.91822 0.23540 -0.0679 0.0427 0.0391 0.10
H 1.99427 -0.79786 -0.99153 0.0643 0.0251 0.1532 0.08
H 2.59712 0.26499 2.31124 -0.0588 -0.0635 -0.0815 0.05
H -0.76052 2.24373 -0.44742 -0.0045 -0.0904 -0.0223 0.08
H -0.47343 1.96421 1.30019 0.0229 0.0145 -0.0172 0.08
H 0.81626 2.60799 0.27140 -0.0178 -0.0345 0.0069 0.09
H -1.35605 -1.69332 0.96998 -0.0169 0.0162 -0.0251 0.09
H -1.20081 -2.51182 -0.58349 0.0015 0.0082 0.0081 0.09
H -2.88492 -0.80418 -1.09748 0.0817 -0.0276 0.0470 0.08
H -2.55418 0.66293 -0.18789 -0.0604 -0.0192 0.0143 0.08
H -2.19413 0.62870 -1.91672 0.0458 -0.0440 0.0246 0.08
H 0.25364 -2.07135 0.31068 0.0236 0.0352 0.0029 0.06
```
Positions in Å, forces in eV/Å.


3.
This record from OMol25 describes a single C22H24N2O5 molecule. The level of theory is ωB97M-V with the def2-TZVPD basis set.

Calculated values
SMILES = CCOC(=O)[C@@H]1[C@H]2NC(=O)N(Cc3ccccc3)[C@]1(C)Oc1c(OC)cccc12
Energy relative to the best compared isomer or geometry (same formula, charge and spin) = 18.4 kcal/mol
HOMO energy = -0.3053 Ha
E_LUMO = 0.024 Eh
E = -1338.5008 a.u.

XYZ file:
```
53
Properties=species:S:1:pos:R:3:forces:R:3:lowdin_charge:R:1
C -4.45449 -2.25178 -0.57892 0.4047 -0.1038 0.0301 -0.05
C -3.25479 -3.16004 -0.80477 -0.4400 -0.0254 -0.3769 -0.20
H -2.99335 -3.19188 -1.86700 -0.0216 -0.0836 0.1843 0.12
H -3.44438 -4.16930 -0.43534 0.0682 0.1045 -0.0644 0.12
O -2.12094 -2.70058 -0.06114 0.0786 -0.1787 0.3781 0.01
C -1.40065 -1.72070 -0.60304 0.3149 0.1371 -0.1190 -0.44
O -1.59158 -1.27369 -1.70168 -0.1110 -0.0495 -0.1131 0.14
C -0.33642 -1.26135 0.38697 -0.2594 0.2125 0.1162 -0.05
C -1.05379 -0.78310 1.65135 0.0166 -0.0518 -0.0606 -0.20
N -0.04011 -0.42499 2.61386 -0.1056 -0.2447 0.1676 0.15
C 1.05604 0.32096 2.28169 -0.1111 -0.2556 0.2434 -0.51
O 1.75275 0.82192 3.14221 0.2536 0.2209 0.3031 0.06
N 1.36157 0.39646 0.94438 -0.0479 0.0248 -0.2425 0.06
C 0.47768 -0.06095 -0.11520 0.2335 -0.5616 -0.1366 -0.40
C 1.27634 -0.43421 -1.36479 -0.3291 0.0819 0.1446 0.05
H 1.73974 0.44534 -1.79727 0.1035 0.0869 -0.0271 0.09
H 0.59796 -0.85558 -2.09988 -0.0035 0.0243 -0.0052 0.09
H 2.04563 -1.15726 -1.11125 0.0980 -0.0299 0.0247 0.10
O -0.38827 1.00118 -0.49627 -0.2571 0.2127 -0.1267 0.02
C -1.56946 1.17306 0.17529 -0.1254 0.1936 0.0179 -0.11
C -1.94360 0.37542 1.25627 -0.0328 -0.0686 0.0119 -0.10
C -3.11903 0.62472 1.95021 0.0838 0.0128 -0.0977 -0.04
C -3.93861 1.66875 1.57129 -0.0230 -0.0302 0.0456 -0.08
C -3.60147 2.43247 0.47138 0.2060 -0.0346 -0.1276 0.00
C -2.43645 2.19502 -0.25325 -0.1035 -0.0965 0.0940 -0.19
O -2.24825 3.01685 -1.31885 -0.0329 0.0738 0.3903 -0.06
C -1.37285 2.64709 -2.36486 0.2325 -0.0104 -0.4399 -0.06
H -0.32785 2.79822 -2.08683 -0.1025 -0.0164 -0.0568 0.09
H -1.62669 3.30677 -3.19483 0.0246 -0.0606 0.0341 0.09
H -1.52006 1.60742 -2.66310 0.0044 0.0374 0.0078 0.10
H -4.23677 3.23618 0.13509 -0.0679 0.1000 -0.0635 0.12
H -4.84668 1.87606 2.11501 -0.1013 0.0310 0.0452 0.10
H -3.37981 -0.00779 2.78568 -0.0434 -0.0980 0.1011 0.11
C 2.43822 1.31206 0.58893 0.0548 0.1728 0.1891 -0.09
C 3.69466 0.60665 0.15330 0.1151 0.0418 -0.0581 -0.22
C 4.15592 -0.49303 0.86656 -0.0456 0.0728 -0.0126 -0.03
C 5.31630 -1.14038 0.48379 0.0170 -0.0602 0.0414 -0.08
C 6.03417 -0.69128 -0.61238 0.0966 -0.0338 -0.0585 -0.10
C 5.58747 0.41065 -1.32053 0.0879 0.0072 -0.0704 -0.09
C 4.42255 1.05432 -0.94057 -0.0515 0.0214 0.1388 -0.05
H 4.07935 1.91566 -1.49690 -0.0736 0.0810 -0.0713 0.11
H 6.14614 0.76932 -2.17267 0.0430 0.0215 -0.0728 0.10
H 6.94131 -1.19588 -0.91054 0.0686 -0.0414 -0.0276 0.10
H 5.66582 -1.99456 1.04519 0.0280 -0.0655 0.0502 0.10
H 3.60152 -0.82989 1.72963 -0.0663 -0.0605 0.1102 0.11
H 2.08584 2.00502 -0.17990 0.0439 -0.0290 0.0374 0.13
H 2.65732 1.88254 1.49891 -0.0959 -0.0243 -0.2639 0.14
H -0.31675 -0.33384 3.57936 0.1047 0.0739 -0.0734 0.15
H -1.65989 -1.58702 2.08169 0.1094 0.1645 -0.1326 0.16
H 0.33141 -2.09374 0.61924 -0.0183 0.0550 -0.0055 0.18
H -5.31420 -2.64358 -1.11426 -0.1237 -0.0330 -0.0554 0.08
H -4.69018 -2.19394 0.48083 -0.0708 -0.0014 0.0904 0.08
H -4.23838 -1.24976 -0.94210 -0.0270 0.0826 -0.0378 0.08
```
Positions in Å, forces in eV/Å.